ORCA calculation (the ωB97M-V functional and the def2-TZVPD basis) on a structure of composition C15H46CoN9O7 in a non-equilibrium geometry.

Output
Orbital gap (spin up / spin down) (eV): 8.27 / 7.97
Relative energy (zero: lowest compared OMol25 entry of this formula, charge and spin) (kJ/mol): 6.0
Maximum force (eV/Å): 1.867
Spin multiplicity: 4
Total charge: +1
LUMO energy (spin up / spin down) (eV): -3.1744 / -3.4792
HOMO (spin up / spin down) (eV): -11.45 / -11.45
<S²>: 3.756

Geometry (Å):
Co 0.8223 -0.4542 -0.7406
O -0.3116 0.7412 0.2511
H -0.0469 1.4353 0.8636
C 2.6443 -1.7275 2.9394
C 2.2518 -0.3440 2.3955
C 3.2872 0.6837 2.8878
O 3.0480 1.8721 2.1234
C 4.1346 2.7714 2.2522
N 2.3216 -0.4156 0.8964
H 2.1577 -1.9332 3.8948
H 3.7134 -1.8293 3.1251
H 2.3027 -2.4946 2.2445
H 1.2696 -0.0330 2.7429
H 4.3108 0.3230 2.7656
H 3.0713 0.9375 3.9286
H 4.3990 2.9859 3.2951
H 3.8349 3.7253 1.8160
H 5.0582 2.4265 1.7778
H 3.2354 -0.8292 0.7066
H 2.5001 0.5851 0.7126
C -2.5783 0.5930 -3.6546
C -1.9351 -0.0949 -2.4369
C -2.5872 -1.4168 -2.1199
O -2.3796 -2.2869 -3.2451
C -2.8217 -3.5954 -2.9609
N -0.4864 -0.3110 -2.6410
H -2.5102 -0.0924 -4.5011
H -1.9561 1.4605 -3.8846
H -3.5835 0.9595 -3.4733
H -2.1303 0.5767 -1.5961
H -3.6696 -1.3815 -1.9751
H -2.1011 -1.8803 -1.2515
H -2.2392 -4.0330 -2.1415
H -2.7652 -4.1906 -3.8673
H -3.8717 -3.5864 -2.6436
H -0.4183 -1.1817 -3.1711
H -0.1903 0.3490 -3.3609
C 1.9689 -4.2561 -2.4841
C 1.0991 -3.1261 -1.9701
C 0.4804 -3.4037 -0.6026
O -0.0743 -2.2212 -0.0497
C -0.6532 -2.4352 1.2365
N 1.9198 -1.8537 -1.9131
H 1.4972 -5.2358 -2.5407
H 2.8735 -4.3722 -1.8796
H 2.2872 -3.9959 -3.4957
H 0.3053 -2.8997 -2.6820
H 1.2466 -3.8278 0.0557
H -0.3063 -4.1413 -0.7807
H -1.3482 -1.6231 1.4458
H 0.0928 -2.4020 2.0343
H -1.1832 -3.3862 1.2842
H 2.0158 -1.4172 -2.8271
H 2.8634 -2.1833 -1.7141
C -0.1584 3.8263 3.3488
O -1.0084 3.4804 4.1537
N 1.1864 3.7677 3.5855
N -0.5022 4.3431 2.1174
H 1.8449 3.8933 2.8440
H 1.4571 3.3802 4.4701
H 0.1886 4.3608 1.3902
H -1.4848 4.2471 1.9350
C -1.5303 3.8288 -2.0255
O -2.2379 4.7479 -2.3936
N -0.4932 3.3608 -2.7935
N -1.5529 3.3629 -0.7317
H -0.4088 3.7246 -3.7244
H 0.1810 2.7155 -2.4285
H -0.9657 2.5797 -0.4867
H -2.3600 3.6410 -0.2035
C -3.2709 0.5977 2.3701
O -4.1881 0.5306 3.1655
N -3.3368 0.0440 1.1124
N -2.0929 1.2603 2.6078
H -2.5903 0.1707 0.4519
H -4.1848 -0.4481 0.9033
H -1.9082 1.8179 3.4284
H -1.4484 1.2332 1.8325

***

ORCA calculation (the ωB97M-V functional and the def2-TZVPD basis) on a structure of composition C30H37CrN5O.

Output
Orbital gap (spin up / spin down) (eV): 7.57 / 7.41
Relative energy (zero: lowest compared OMol25 entry of this formula, charge and spin) (kJ/mol): 0.0
Maximum force (eV/Å): 0.477
Spin multiplicity: 4
Total charge: +1
LUMO energy (spin up / spin down) (eV): -3.1337 / -3.4113
HOMO (spin up / spin down) (eV): -10.71 / -10.82
<S²>: 3.884

Geometry (Å):
Cr -0.4990 -1.0353 -1.5040
C -0.2976 -2.6024 2.5774
C -0.2818 -2.3798 1.1073
N -0.8802 -1.4319 0.4955
N -1.7392 -0.5849 1.1368
C -2.4135 0.0444 0.2053
O -2.2061 -0.1234 -1.0628
C -3.4797 0.9866 0.6135
C -3.6058 1.3780 1.9446
C -4.6039 2.2629 2.3139
C -5.4854 2.7562 1.3603
C -5.3654 2.3644 0.0347
C -4.3632 1.4838 -0.3397
C 0.3220 -3.3545 0.1713
C 0.9647 -4.5021 0.6004
C 1.2944 -5.4774 -0.3315
C 0.9533 -5.2811 -1.6557
C 0.3529 -4.0836 -2.0143
N 0.0673 -3.1234 -1.1400
H -0.9470 -1.8696 3.0472
H 0.7142 -2.4907 2.9747
H -0.6450 -3.6059 2.8252
H -2.9203 0.9828 2.6812
H -4.6991 2.5664 3.3480
H -6.2679 3.4437 1.6525
H -6.0559 2.7430 -0.7069
H -4.2667 1.1659 -1.3686
H 1.1772 -4.6450 1.6494
H 1.7872 -6.3870 -0.0163
H 1.1451 -6.0274 -2.4125
H 0.0835 -3.8888 -3.0409
C 0.3414 0.8939 -2.4484
C 1.4556 0.0231 -2.4435
C 1.1191 -1.1121 -3.2131
C -0.2118 -0.9392 -3.7248
C -0.6714 0.3172 -3.2844
C -1.9372 0.9931 -3.6876
C -0.9324 -1.8200 -4.7002
C 2.1005 -2.1701 -3.6087
C 2.7976 0.2988 -1.8459
C 0.2663 2.2560 -1.8443
H -1.7242 1.7098 -4.4847
H -2.3854 1.5314 -2.8560
H -2.6719 0.2836 -4.0650
H -1.9895 -1.9229 -4.4542
H -0.5073 -2.8210 -4.7543
H -0.8724 -1.4003 -5.7066
H 2.9045 -1.7046 -4.1838
H 1.6588 -2.9308 -4.2482
H 2.5654 -2.6614 -2.7532
H 3.1435 1.2894 -2.1480
H 3.5353 -0.4249 -2.1892
H 2.7732 0.2721 -0.7582
H 0.7138 2.9905 -2.5195
H 0.7975 2.2985 -0.8962
H -0.7667 2.5547 -1.6703
N 1.1442 0.4580 0.8683
C 1.3080 1.3177 1.6289
N 1.4877 2.2843 2.4988
C 0.8002 2.2159 3.8039
C 1.7560 2.6563 4.9112
C 3.1569 2.1040 4.6662
C 3.7622 2.6406 3.3532
C 2.6678 3.1499 2.4184
H 0.4875 1.1822 3.9604
H -0.0962 2.8395 3.7771
H 1.3603 2.3065 5.8651
H 1.7847 3.7465 4.9758
H 3.1026 1.0126 4.6290
H 3.8059 2.3475 5.5067
H 4.3260 1.8495 2.8560
H 4.4658 3.4517 3.5481
H 2.9936 3.1934 1.3805
H 2.3456 4.1551 2.6948

***

ORCA calculation (the ωB97M-V functional and the def2-TZVPD basis) on a structure of composition H22NeO11.

Output
Orbital gap (eV): 10.62
Relative energy (zero: lowest compared OMol25 entry of this formula, charge and spin) (kJ/mol): 68.2
Maximum force (eV/Å): 0.948
LUMO energy (eV): -0.0806
HOMO (eV): -10.70

Geometry (Å):
Ne -0.1816 0.0940 -0.0737
O -2.2202 2.4655 1.9533
H -1.8783 1.8232 2.5753
H -2.9464 2.0169 1.5201
O -1.8446 -0.6302 -2.1454
H -2.0486 -1.4674 -2.5622
H -2.6541 -0.1241 -2.2147
O 2.4245 0.3650 1.3586
H 2.7313 -0.1639 0.6221
H 2.3420 1.2491 1.0012
O 2.9688 -1.5977 -0.6960
H 2.2936 -2.2760 -0.7161
H 3.7157 -2.0153 -0.2672
O -2.3490 -0.6891 2.2645
H -1.6183 -0.2004 2.6432
H -2.9971 -0.7348 2.9675
O 0.0040 2.8260 0.4294
H -0.8250 2.4737 0.7535
H -0.2262 3.2683 -0.3876
O 1.0690 -0.1139 -3.0062
H 0.4421 -0.7345 -2.6348
H 0.5446 0.6577 -3.2206
O -0.0987 0.9209 2.9046
H 0.5207 0.7283 2.2007
H 0.2896 1.6618 3.3699
O 0.4984 -2.9311 -1.3348
H 0.1654 -3.1740 -2.1987
H -0.2739 -2.6306 -0.8557
O 3.2191 1.6272 -1.7554
H 3.1391 2.0103 -0.8819
H 2.8617 0.7439 -1.6637
O -2.4738 -2.1743 -0.0858
H -2.3604 -1.4102 -0.6511
H -2.2333 -1.8646 0.7874

***

ORCA calculation (the ωB97M-V functional and the def2-TZVPD basis) on a structure of composition C3H5NO3 in a non-equilibrium geometry.

Output
Orbital gap (spin up / spin down) (eV): 5.64 / 8.33
Relative energy (zero: lowest compared OMol25 entry of this formula, charge and spin) (kJ/mol): 162.3
Maximum force (eV/Å): 2.552
Spin multiplicity: 2
Total charge: -1
LUMO energy (spin up / spin down) (eV): 4.1207 / 4.1034
HOMO (spin up / spin down) (eV): -1.51 / -4.23
<S²>: 0.758

Geometry (Å):
O -1.4314 0.8837 -1.8355
C -1.8304 0.0561 -0.9623
C -0.8797 -0.8064 -0.2437
N 0.6467 0.3701 -0.3092
C 1.2426 0.4505 0.8457
O 2.3092 -0.5301 1.0148
O 1.3066 1.3212 1.7308
H -2.9147 0.0439 -0.7549
H -0.3692 -1.5586 -0.8204
H -0.9994 -1.0440 0.8152
H 0.1333 0.7943 -1.1356
H 2.7863 0.0192 1.6550

***

ORCA calculation (the ωB97M-V functional and the def2-TZVPD basis) on the molecule C19H22N2O3.

Output
Orbital gap (eV): 8.77
Relative energy (zero: lowest compared OMol25 entry of this formula, charge and spin) (kJ/mol): 178.8
Maximum force (eV/Å): 0.761
LUMO energy (eV): 0.8055
HOMO (eV): -7.97
SMILES: CCCn1c([C@@H](O)c2cc(OC)ccc2OC)nc2ccccc21

Geometry (Å):
C 3.9203 3.4625 0.4348
C 3.1775 2.2144 -0.0209
C 2.5063 1.5101 1.1614
N 1.8736 0.2825 0.7615
C 0.5612 0.0711 0.4332
C -0.4724 1.1621 0.5093
O -0.1195 2.2629 -0.3029
C -1.8202 0.5747 0.1633
C -2.7761 0.3858 1.1372
C -4.0049 -0.2073 0.8441
O -4.8669 -0.3398 1.8938
C -6.1108 -0.9527 1.6612
C -4.2577 -0.6123 -0.4566
C -3.3032 -0.4185 -1.4449
C -2.0868 0.1749 -1.1551
O -1.1095 0.4271 -2.0856
C -1.1996 -0.2129 -3.3349
N 0.3101 -1.1532 0.0653
C 1.5076 -1.8150 0.1320
C 1.8252 -3.1386 -0.1504
C 3.1377 -3.5297 0.0083
C 4.1219 -2.6373 0.4386
C 3.8289 -1.3192 0.7241
C 2.5116 -0.9173 0.5654
H 3.2313 4.1641 0.8993
H 4.3910 3.9539 -0.4127
H 4.6935 3.2092 1.1575
H 2.4065 2.4877 -0.7428
H 3.8710 1.5223 -0.5044
H 3.2518 1.2756 1.9288
H 1.7521 2.1703 1.5941
H -0.4995 1.5552 1.5344
H -0.2346 1.9746 -1.2193
H -2.5863 0.6849 2.1559
H -5.9923 -1.9817 1.3060
H -6.6199 -0.9617 2.6238
H -6.7110 -0.3866 0.9411
H -5.1898 -1.0822 -0.7274
H -3.5315 -0.7446 -2.4471
H -2.0287 0.1820 -3.9320
H -0.2602 -0.0017 -3.8445
H -1.3115 -1.2938 -3.2168
H 1.0623 -3.8258 -0.4796
H 3.4183 -4.5512 -0.2033
H 5.1371 -2.9893 0.5497
H 4.5960 -0.6355 1.0568

***

ORCA calculation (the ωB97M-V functional and the def2-TZVPD basis) on the molecule C2H6O3P2 in a non-equilibrium geometry.

Output
Orbital gap (spin up / spin down) (eV): 5.70 / 5.73
Relative energy (zero: lowest compared OMol25 entry of this formula, charge and spin) (kJ/mol): 20.7
Maximum force (eV/Å): 3.875
LUMO energy (spin up / spin down) (eV): -1.6216 / -1.6052
HOMO (spin up / spin down) (eV): -7.32 / -7.34

Geometry (Å):
C 0.1100 -0.7259 -0.5140
C -0.4571 0.5357 0.0888
O 2.7207 0.1730 1.3747
O 0.2362 0.7577 1.3404
O 3.6048 1.0783 -0.9309
P 1.3749 -0.0111 2.0537
P 3.9559 0.1671 0.2198
H -0.6010 -0.8606 -1.3923
H 1.1611 -0.5816 -0.9467
H 0.1451 -1.5627 0.1908
H -1.5285 0.5089 0.1570
H -0.1805 1.2476 -0.5596
H 4.8322 0.8065 1.0813

***

ORCA calculation (the ωB97M-V functional and the def2-TZVPD basis) on a cluster of 2 separate species, CH2BrNOS in total in a non-equilibrium geometry.

Output
Orbital gap (eV): 8.85
Relative energy (zero: lowest compared OMol25 entry of this formula, charge and spin) (kJ/mol): 420.6
Maximum force (eV/Å): 3.101
LUMO energy (eV): 0.0616
HOMO (eV): -8.78

Geometry (Å):
C -0.7270 0.6270 -1.3974
N -0.5264 0.1250 -0.2993
O 2.5938 1.0292 -1.5318
S -1.1376 1.2211 -2.7367
Br 2.5021 0.9854 0.1072
H 1.0982 0.6250 0.3969
H -1.1427 -0.2282 0.3836

***

ORCA calculation (the ωB97M-V functional and the def2-TZVPD basis) on a cluster of 11 separate species, C17H56O11 in total in a non-equilibrium geometry.

Output
Orbital gap (eV): 9.81
Relative energy (zero: lowest compared OMol25 entry of this formula, charge and spin) (kJ/mol): 234.7
Maximum force (eV/Å): 2.287
LUMO energy (eV): 0.1970
HOMO (eV): -9.61
SMILES: CC(C)O.CC(C)O.CC(C)O.CO.CO.CO.CO.CO.CO.CO.CO

Geometry (Å):
C 12.6392 13.5697 -29.5838
C 11.6735 14.7747 -29.4762
C 12.0555 15.9534 -30.4478
O 10.3209 14.3976 -29.6521
H 12.7396 13.0689 -30.5467
H 12.4364 12.8672 -28.7755
H 13.6753 13.8657 -29.4193
H 11.8092 15.1223 -28.4521
H 11.2670 16.6988 -30.3436
H 11.9519 15.5240 -31.4443
H 13.0831 16.2841 -30.2976
H 9.8379 15.0374 -29.1238
C 9.0814 12.6521 -27.1706
C 9.6339 11.6162 -26.1432
C 11.1304 11.3493 -26.4321
O 9.4671 12.2300 -24.8891
H 9.3439 12.3689 -28.1899
H 9.6120 13.5807 -26.9604
H 8.0105 12.8540 -27.1921
H 9.1060 10.6628 -26.1206
H 11.3763 10.4710 -25.8351
H 11.8730 12.1192 -26.2226
H 11.2473 11.0487 -27.4733
H 8.6053 12.6460 -24.9647
C 12.9433 11.2963 -35.6583
C 13.2697 10.4067 -34.4712
C 13.5190 11.2657 -33.2591
O 12.1629 9.5952 -34.2335
H 12.6081 10.6240 -36.4482
H 13.7617 11.8744 -36.0872
H 12.1191 11.9834 -35.4667
H 14.1488 9.8023 -34.6949
H 14.4020 11.8783 -33.4415
H 13.7188 10.6334 -32.3940
H 12.7241 11.9735 -33.0240
H 11.4153 10.1287 -33.9542
C 14.6349 19.6346 -29.3669
O 15.1977 19.4091 -30.6005
H 14.2537 18.6473 -29.1060
H 15.4461 20.0008 -28.7378
H 13.7923 20.3242 -29.4183
H 14.4878 19.1190 -31.1780
C 16.3967 16.1957 -29.4256
O 15.9380 14.9296 -29.0901
H 16.0090 16.5750 -30.3711
H 16.1036 16.8713 -28.6220
H 17.4714 16.3331 -29.5447
H 16.2523 14.6266 -28.2351
C 10.8012 19.2684 -29.3293
O 9.4328 19.0661 -29.1647
H 11.4259 18.7168 -28.6268
H 11.0017 19.1068 -30.3885
H 10.9960 20.3308 -29.1824
H 9.1316 19.3193 -28.2890
C 14.6720 15.9666 -33.1464
O 15.3204 17.0601 -33.7447
H 13.6806 16.2915 -32.8310
H 14.4972 15.2160 -33.9173
H 15.1695 15.5853 -32.2546
H 16.2024 16.7219 -33.9157
C 14.3277 16.9324 -26.1324
O 14.2276 18.2954 -25.6740
H 15.3246 16.7276 -26.5228
H 14.1376 16.1664 -25.3806
H 13.6457 16.6783 -26.9437
H 14.9007 18.3982 -24.9973
C 16.3254 11.8830 -31.0258
O 16.3749 13.2092 -31.5468
H 15.9018 11.1902 -31.7529
H 17.2902 11.5036 -30.6892
H 15.7569 11.8471 -30.0966
H 16.4474 13.8398 -30.8266
C 9.4781 14.4315 -32.8503
O 10.3047 13.5119 -32.2394
H 8.4366 14.2675 -32.5740
H 9.8942 15.4038 -32.5865
H 9.6267 14.3424 -33.9265
H 10.2804 13.7163 -31.3018
C 9.2177 16.5773 -26.7928
O 9.3935 16.4857 -28.1903
H 8.3068 17.0629 -26.4426
H 9.2345 15.5815 -26.3499
H 9.9833 17.1733 -26.2962
H 9.3968 17.3582 -28.5907

***

no.,total energy (Ha)
1,-3001.27254
2,-2558.70002
3,-969.78704
4,-397.71748
5,-1072.44437
6,-988.19352
7,-3141.33727
8,-1508.74372